Entry 1:
Below is C19H37N4O5RuSSi as an isolated structure at a distorted geometry, with properties calculated with ωB97M-V/def2-TZVPD.

total charge = +2
spin multiplicity = 2
⟨S²⟩ = 0.779
LUMO level (alpha / beta) = -7.977 / -7.454 eV
maximum force = 2.820 eV Å⁻¹

Cartesian coordinates (Å):
Ru  -0.265  -0.057  0.312
C  -3.222  -1.469  0.339
C  -2.581  -2.789  -0.088
O  -1.289  -2.539  -0.627
C  -0.334  -3.563  -0.402
C  0.818  -3.030  0.472
O  0.223  -2.177  1.434
C  1.069  -1.688  2.458
C  0.155  -1.049  3.506
O  -0.555  0.032  2.912
C  -1.900  0.224  3.329
C  -2.829  0.161  2.101
O  -2.388  -0.965  1.366
H  -4.233  -1.653  0.723
H  -3.265  -0.778  -0.516
H  -3.203  -3.279  -0.847
H  -2.509  -3.434  0.796
H  0.075  -3.882  -1.367
H  -0.810  -4.421  0.083
H  1.541  -2.472  -0.144
H  1.326  -3.868  0.967
H  1.766  -0.936  2.053
H  1.642  -2.506  2.916
H  0.761  -0.667  4.339
H  -0.542  -1.809  3.881
H  -1.986  1.201  3.824
H  -2.190  -0.557  4.037
H  -2.739  1.081  1.495
H  -3.872  0.040  2.420
C  2.092  3.079  4.606
C  2.410  2.691  3.163
C  1.214  2.815  2.300
N  0.797  1.943  1.451
N  -0.342  2.272  0.821
C  -0.822  3.440  1.170
N  -1.950  3.971  0.698
S  0.171  4.229  2.380
H  2.982  2.983  5.220
H  1.317  2.438  5.016
H  1.751  4.110  4.662
H  2.764  1.660  3.111
H  3.203  3.343  2.784
H  -2.415  3.525  -0.077
H  -2.205  4.918  0.918
C  1.960  2.047  -1.663
C  2.578  0.741  -1.255
N  3.844  0.564  -1.626
O  1.983  -0.135  -0.618
H  2.176  2.265  -2.706
H  2.379  2.848  -1.055
H  0.879  2.006  -1.515
H  4.351  1.271  -2.131
H  4.337  -0.277  -1.371
C  0.955  -2.048  -3.849
Si  -0.343  -0.699  -4.244
C  0.457  0.695  -5.274
C  -1.909  -1.421  -5.078
C  -0.912  -0.022  -2.601
C  -1.245  0.367  -1.484
H  1.683  -2.147  -4.650
H  0.483  -3.018  -3.714
H  1.488  -1.804  -2.932
H  0.682  0.312  -6.264
H  1.387  1.031  -4.827
H  -0.198  1.552  -5.389
H  -1.628  -1.934  -5.994
H  -2.610  -0.631  -5.331
H  -2.407  -2.130  -4.423

Cartesian forces (eV/Å) of the 6 atoms listed first:
Ru -2.17 0.62 -0.72
C -0.19 -0.63 -0.85
C -0.48 0.17 0.10
O 0.29 0.28 0.09
C 0.28 -0.14 0.12
C 0.08 -0.59 -0.77

Atomic partial charges in e from the Mulliken method, atoms 1 to 5: 1.217 -0.780 -0.542 -0.047 -0.831

***

Entry 2:
Below is C23H15CrF5N3SSbSe4 as an isolated structure at a distorted geometry, with properties calculated with ωB97M-V/def2-TZVPD.

total charge = -1
spin multiplicity = 4
⟨S²⟩ = 3.852
LUMO level (alpha / beta) = 1.335 / 1.269 eV
maximum force = 1.926 eV Å⁻¹

Cartesian coordinates (Å):
Cr  -0.234  1.006  -0.651
C  -1.154  -0.472  -3.842
C  -1.655  -1.218  -2.658
C  -2.357  -2.404  -2.892
C  -2.889  -3.123  -1.852
C  -2.743  -2.618  -0.572
C  -2.050  -1.436  -0.394
N  -1.481  -0.747  -1.411
C  -1.973  -0.827  0.947
C  -2.631  -1.307  2.074
C  -2.527  -0.596  3.256
C  -1.806  0.584  3.295
C  -1.183  1.012  2.132
N  -1.249  0.282  1.023
C  -0.385  2.247  2.027
C  -0.474  3.229  2.991
C  0.326  4.354  2.864
C  1.260  4.379  1.860
C  1.344  3.330  0.938
C  2.522  3.276  0.026
N  0.434  2.342  0.953
H  -1.036  -1.149  -4.687
H  -0.208  0.021  -3.643
H  -1.862  0.313  -4.125
H  -2.454  -2.743  -3.914
H  -3.420  -4.049  -2.025
H  -3.167  -3.141  0.270
H  -3.218  -2.211  2.041
H  -3.018  -0.960  4.148
H  -1.711  1.141  4.214
H  -1.173  3.136  3.808
H  0.238  5.176  3.562
H  1.955  5.200  1.758
H  3.312  3.895  0.452
H  2.273  3.666  -0.960
H  2.867  2.249  -0.068
F  3.945  -5.584  -0.389
C  3.410  -4.385  -0.116
C  2.325  -3.918  -0.829
F  1.796  -4.673  -1.804
C  1.776  -2.683  -0.534
F  0.722  -2.304  -1.269
C  2.261  -1.852  0.475
S  1.610  -0.299  0.897
C  3.361  -2.366  1.173
F  3.906  -1.659  2.173
C  3.929  -3.593  0.894
F  4.981  -4.031  1.600
Se  0.278  5.360  -1.992
Sb  -0.500  3.206  -2.750
Se  1.379  1.423  -2.471
Se  -2.239  2.447  -1.025
Se  -1.411  3.077  -4.977

Cartesian forces (eV/Å) of the 6 atoms listed first:
Cr 0.28 -1.39 1.30
C -0.05 -0.02 0.01
C 0.01 0.10 -0.04
C 0.03 -0.10 0.04
C 0.01 0.01 -0.07
C 0.04 0.04 0.03

Atomic partial charges in e from the Mulliken method, atoms 1 to 5: 1.026 -1.073 0.608 -0.747 -0.835

***

Entry 3:
Below is an isolated ion of composition C28H28F2N and charge +1 at a distorted geometry, with properties calculated with ωB97M-V/def2-TZVPD.

total charge = +1
SMILES = Cc1ccc(C(c2ccc(C)c(F)c2)[C@H]2Cc3ccccc3C2=[N+]2CCCC2)cc1F
LUMO level = -4.500 eV
maximum force = 3.407 eV Å⁻¹

Cartesian coordinates (Å):
C  4.250  1.977  2.156
C  2.917  1.325  2.086
C  1.785  2.069  2.333
F  1.940  3.384  2.691
C  0.497  1.562  2.219
C  0.362  0.294  1.637
C  -0.883  -0.248  0.962
C  -2.228  0.315  1.551
C  -2.460  1.690  1.605
C  -3.741  2.171  1.844
F  -3.970  3.518  1.687
C  -4.816  1.370  2.155
C  -6.170  1.972  2.294
C  -4.544  0.004  2.292
C  -3.272  -0.517  2.054
C  1.479  -0.549  1.590
C  2.737  -0.022  1.779
H  5.030  1.211  2.097
H  4.406  2.681  1.321
H  4.409  2.551  3.082
H  -0.326  2.157  2.607
H  -0.929  -1.342  1.083
H  -1.692  2.434  1.434
H  -6.920  1.181  2.390
H  -6.266  2.630  3.170
H  -6.423  2.587  1.418
H  -5.371  -0.661  2.545
H  -3.073  -1.576  2.248
H  1.326  -1.610  1.396
H  3.602  -0.656  1.644
C  1.711  -4.411  -2.054
C  0.201  -4.653  -1.944
C  -0.465  -3.277  -1.715
N  0.585  -2.266  -1.877
C  0.491  -0.971  -1.531
C  -0.553  -0.330  -0.600
C  -0.566  1.131  -1.082
C  0.682  1.322  -1.868
C  1.258  0.075  -2.194
C  2.409  0.081  -3.017
C  3.022  1.301  -3.360
C  2.471  2.525  -2.951
C  1.276  2.524  -2.225
C  1.915  -2.893  -2.132
H  2.229  -4.789  -1.164
H  2.136  -4.889  -2.942
H  -0.176  -5.112  -2.870
H  -0.017  -5.327  -1.107
H  -1.297  -3.146  -2.422
H  -0.884  -3.224  -0.703
H  -1.512  -0.913  -0.671
H  -1.469  1.302  -1.705
H  -0.646  1.842  -0.240
H  2.854  -0.843  -3.382
H  3.951  1.297  -3.968
H  2.967  3.448  -3.217
H  0.815  3.455  -1.934
H  2.634  -2.537  -1.372
H  2.320  -2.626  -3.124

Cartesian forces (eV/Å) of the 6 atoms listed first:
C 0.92 0.17 0.02
C 0.02 0.28 -0.02
C -0.28 0.47 0.36
F -0.20 -1.00 -0.10
C 0.32 -0.01 -0.32
C -0.04 -0.44 0.81

Atomic partial charges in e from the Mulliken method, atoms 1 to 5: -1.478 0.486 0.438 -0.377 -0.651

***

Entry 4:
Below is a 3-piece molecular cluster, C4H7N3 overall at a distorted geometry, with properties calculated with ωB97M-V/def2-TZVPD.

LUMO level (alpha / beta) = -1.461 / -1.863 eV
maximum force = 5.317 eV Å⁻¹

Cartesian coordinates (Å):
C  -2.221  0.179  -0.072
C  -0.872  -0.451  0.163
N  0.207  0.325  0.061
C  1.476  -0.182  0.095
N  1.774  -1.276  0.665
C  2.558  0.557  -0.471
N  3.565  0.992  -0.846
H  -2.354  0.940  -0.849
H  -2.506  0.717  0.844
H  -2.978  -0.570  -0.303
H  -0.617  -0.155  -2.099
H  -0.819  -1.189  0.988
H  0.006  1.550  -1.051
H  2.779  -1.418  0.622

Cartesian forces (eV/Å) of the 6 atoms listed first:
C -0.40 0.13 0.58
C -2.06 -0.07 -0.25
N 0.92 4.34 -2.93
C 0.28 0.16 0.25
N -0.32 -0.80 0.33
C 1.63 1.31 -0.75

Atomic partial charges in e from the Mulliken method, atoms 1 to 5: -1.065 -0.199 -0.373 0.729 -0.649

***

Entry 5:
Below is an isolated ion of composition C5H9N2S and charge +1 at a distorted geometry, with properties calculated with ωB97M-V/def2-TZVPD.

total charge = +1
LUMO level (alpha / beta) = -5.004 / -5.006 eV
maximum force = 4.375 eV Å⁻¹

Cartesian coordinates (Å):
C  2.660  1.328  0.323
C  2.214  -0.650  -0.972
C  0.138  -1.329  0.086
C  -0.378  -0.056  0.570
C  -3.094  1.061  -0.024
N  2.502  0.252  -0.123
N  1.265  -1.555  -0.599
S  -1.588  0.471  -0.802
H  2.909  1.779  1.285
H  3.218  -0.922  -1.465
H  -0.387  -2.275  0.184
H  -1.137  -0.141  1.402
H  0.372  0.758  0.703
H  -3.156  0.603  0.923
H  -2.900  2.209  0.241
H  -3.964  0.903  -0.681
H  1.327  -2.434  -1.050

Cartesian forces (eV/Å) of the 6 atoms listed first:
C -0.37 0.54 1.63
C 3.76 -1.66 -1.50
C 1.38 -1.59 -0.88
C -1.48 1.39 0.29
C 1.12 3.28 0.43
N -0.08 3.04 0.64

Atomic partial charges in e from the Mulliken method, atoms 1 to 5: -0.060 -0.225 0.005 -0.522 -0.736

***

Entry 6:
Below is one molecule with the formula C6H11N at a distorted geometry, with properties calculated with ωB97M-V/def2-TZVPD.

SMILES = C=CC(=C)CCN
LUMO level = 0.823 eV
maximum force = 3.285 eV Å⁻¹

Cartesian coordinates (Å):
C  -1.316  -0.318  -1.370
C  -1.398  0.144  0.094
C  -0.024  0.635  0.551
C  0.043  1.877  1.070
C  2.204  -0.476  0.843
C  0.877  -0.464  0.966
N  -0.202  -1.242  -1.646
H  -1.253  0.639  -1.901
H  -2.251  -0.781  -1.682
H  -2.170  0.900  0.182
H  -1.697  -0.651  0.785
H  -0.770  2.393  1.552
H  1.053  2.290  1.069
H  2.752  -1.338  1.205
H  2.775  0.405  0.568
H  0.418  -1.390  1.283
H  0.584  -0.643  -1.891
H  -0.381  -1.592  -2.587

Cartesian forces (eV/Å) of the 6 atoms listed first:
C -0.44 0.59 0.47
C 0.57 -0.92 0.61
C -2.79 -0.09 1.73
C 1.83 -0.59 -0.72
C -0.12 0.12 0.89
C 1.77 0.31 -1.83

Atomic partial charges in e from the Mulliken method, atoms 1 to 5: -0.584 -0.874 0.446 -0.668 -0.804

***

Question: What is the maximum force in the third record?
Answer: 3.407 eV Å⁻¹